(1)
Computed, not measured: a cluster of 2 separate species, C2H9N2 in total in a non-equilibrium geometry, with ωB97M-V/def2-TZVPD.

Properties
Gap between HOMO and LUMO in eV: 10.9
Lowest unoccupied orbital energy in eV: -4.6
Energy above the lowest of the compared OMol25 structures with the same formula, charge and spin in kcal per mole: 16.0
Maximum force in eV Å⁻¹: 1.926
E_tot in eV: -5193.2614
Charge: +1

Last column: Mulliken charge in e.
Element x y z (Å)
N (-2.13, 0.34, 0.26)  -0.916
H (-2.62, -0.51, 0.54)  0.265
H (-2.51, 0.55, -0.66)  0.266
H (-2.58, 0.99, 0.90)  0.260
H (-0.45, -0.32, -0.24)  0.289
C (1.29, 0.64, 0.66)  -0.720
C (1.19, -1.08, -1.06)  -0.039
N (0.60, -0.33, -0.22)  0.141
H (1.03, 1.61, 0.33)  0.308
H (2.35, 0.40, 0.67)  0.343
H (0.87, 0.47, 1.64)  0.284
H (0.67, -1.75, -1.71)  0.267
H (2.28, -1.01, -1.11)  0.252

***

(2)
Computed, not measured: a cluster of 7 separate species, C18H30Cl10F6O4 in total in a non-equilibrium geometry, with ωB97M-V/def2-TZVPD.

Properties
Gap between HOMO and LUMO in eV: 10.9
SMILES: CCOC(=O)C(F)(F)F.CCOC(=O)C(F)(F)F.ClCCCl.ClCCCl.ClCCCl.ClCCCl.ClCCCl
Lowest unoccupied orbital energy in eV: 0.4
Energy above the lowest of the compared OMol25 structures with the same formula, charge and spin in kcal per mole: 7.1
Maximum force in eV Å⁻¹: 1.163
E_tot in eV: -168873.6430

Last column: Mulliken charge in e.
Element x y z (Å)
C (-15.91, -25.35, -17.90)  -0.701
C (-14.67, -25.90, -17.24)  -0.296
O (-13.56, -25.72, -18.11)  -0.286
C (-12.80, -24.65, -17.93)  0.324
O (-12.93, -23.90, -17.01)  -0.529
C (-11.67, -24.58, -18.97)  0.915
F (-11.63, -23.35, -19.50)  -0.212
F (-10.51, -24.84, -18.37)  -0.232
F (-11.83, -25.44, -19.97)  -0.268
H (-16.78, -25.42, -17.23)  0.405
H (-16.18, -25.85, -18.83)  0.314
H (-15.82, -24.27, -18.05)  -0.094
H (-14.87, -26.97, -17.09)  0.290
H (-14.48, -25.47, -16.26)  0.332
C (-11.16, -20.13, -19.65)  -0.308
C (-10.69, -18.89, -18.93)  -0.227
O (-10.62, -17.75, -19.84)  -0.291
C (-9.64, -17.69, -20.70)  0.437
O (-8.80, -18.53, -20.88)  -0.504
C (-9.52, -16.30, -21.39)  0.780
F (-8.40, -15.74, -20.95)  -0.236
F (-9.45, -16.45, -22.71)  -0.261
F (-10.54, -15.49, -21.11)  -0.265
H (-10.51, -20.33, -20.51)  0.141
H (-12.17, -19.93, -20.02)  0.085
H (-11.16, -20.98, -18.98)  0.246
H (-9.66, -19.02, -18.57)  0.358
H (-11.34, -18.56, -18.13)  0.032
Cl (-14.93, -20.50, -20.88)  -0.202
C (-15.42, -21.59, -19.55)  -0.106
C (-16.79, -21.30, -18.97)  -0.288
Cl (-16.87, -19.61, -18.41)  -0.170
H (-14.63, -21.47, -18.80)  -0.130
H (-15.29, -22.57, -19.99)  0.327
H (-16.90, -22.02, -18.16)  0.187
H (-17.57, -21.49, -19.70)  0.390
Cl (-5.88, -19.39, -22.91)  -0.228
C (-6.18, -17.69, -22.39)  -0.152
C (-5.08, -16.81, -22.92)  -0.520
Cl (-5.27, -15.14, -22.40)  -0.203
H (-6.22, -17.72, -21.31)  0.318
H (-7.16, -17.46, -22.82)  0.084
H (-5.01, -16.74, -24.01)  0.350
H (-4.11, -17.14, -22.54)  0.344
Cl (-8.13, -24.49, -20.47)  -0.195
C (-8.40, -22.91, -21.25)  -0.261
C (-7.36, -21.90, -20.81)  0.056
Cl (-7.55, -21.51, -19.07)  -0.193
H (-9.40, -22.55, -21.06)  0.066
H (-8.27, -23.07, -22.32)  0.355
H (-7.49, -20.92, -21.27)  -0.267
H (-6.35, -22.26, -20.99)  0.451
Cl (-13.28, -20.87, -16.30)  -0.066
C (-14.06, -19.63, -15.29)  -0.567
C (-13.83, -18.28, -15.96)  -0.268
Cl (-14.57, -16.98, -15.02)  -0.208
H (-13.67, -19.68, -14.28)  0.384
H (-15.13, -19.82, -15.29)  0.281
H (-14.27, -18.26, -16.96)  0.251
H (-12.76, -18.10, -16.04)  0.203
Cl (-6.18, -9.90, -21.02)  -0.200
C (-5.81, -11.55, -21.57)  -0.447
C (-6.84, -12.55, -21.11)  0.415
Cl (-8.45, -12.24, -21.84)  -0.199
H (-4.80, -11.78, -21.22)  0.340
H (-5.82, -11.55, -22.66)  0.322
H (-6.99, -12.65, -20.04)  0.361
H (-6.61, -13.54, -21.50)  -0.569

***

(3)
Computed, not measured: a cluster of 8 separate species, C13H42O8 in total in a non-equilibrium geometry, with ωB97M-V/def2-TZVPD.

Properties
Gap between HOMO and LUMO in eV: 10.5
SMILES: CCO.CCO.CCO.CCO.CCO.CO.CO.CO
Lowest unoccupied orbital energy in eV: 0.5
Energy above the lowest of the compared OMol25 structures with the same formula, charge and spin in kcal per mole: 90.6
Maximum force in eV Å⁻¹: 2.829
E_tot in eV: -30538.7025

Last column: Mulliken charge in e.
Element x y z (Å)
C (-2.90, -0.72, -1.73)  -0.703
C (-2.49, -1.85, -2.66)  -0.498
O (-1.25, -2.41, -2.12)  -0.468
H (-2.24, 0.12, -1.84)  0.180
H (-2.93, -1.03, -0.69)  0.231
H (-3.95, -0.36, -1.89)  0.395
H (-2.35, -1.56, -3.68)  0.411
H (-3.26, -2.63, -2.59)  0.236
H (-0.68, -2.42, -2.91)  0.264
C (1.21, 3.57, -2.40)  -0.889
C (-0.06, 3.88, -1.62)  -0.019
O (-1.21, 3.10, -1.98)  -0.542
H (1.26, 3.99, -3.44)  0.312
H (1.32, 2.47, -2.48)  0.105
H (2.05, 3.95, -1.89)  0.361
H (-0.34, 4.96, -1.69)  0.344
H (0.25, 3.68, -0.60)  0.035
H (-1.50, 2.66, -1.19)  0.269
C (-4.68, 0.11, 3.41)  -1.229
C (-3.83, 0.79, 2.40)  0.239
O (-3.73, -0.05, 1.25)  -0.494
H (-5.61, -0.37, 2.97)  0.282
H (-5.09, 0.80, 4.17)  0.365
H (-4.11, -0.76, 3.89)  0.253
H (-2.82, 0.97, 2.78)  -0.002
H (-4.31, 1.70, 2.15)  0.319
H (-3.42, 0.56, 0.62)  0.208
C (2.10, -0.26, 6.38)  -1.087
C (2.63, 0.64, 5.28)  -0.209
O (1.99, 0.36, 4.08)  -0.434
H (1.99, -1.27, 6.03)  0.299
H (1.06, 0.07, 6.58)  0.266
H (2.78, -0.20, 7.25)  0.342
H (3.71, 0.48, 5.17)  0.257
H (2.44, 1.71, 5.49)  0.308
H (1.82, 1.17, 3.57)  0.226
C (3.44, -2.59, -6.38)  -1.085
C (2.50, -2.77, -5.18)  -0.127
O (2.15, -1.54, -4.53)  -0.462
H (3.85, -3.56, -6.63)  0.344
H (4.32, -1.95, -6.22)  0.301
H (2.98, -2.10, -7.24)  0.277
H (3.07, -3.43, -4.45)  0.247
H (1.58, -3.30, -5.51)  0.234
H (2.58, -1.43, -3.64)  0.289
C (-0.17, 1.45, 1.90)  -0.944
O (-0.98, 1.05, 0.81)  -0.013
H (-0.46, 1.01, 2.87)  0.475
H (0.92, 1.19, 1.75)  0.030
H (-0.23, 2.56, 1.91)  0.352
H (-0.68, 0.15, 0.61)  0.244
C (2.09, 0.56, -0.74)  -0.094
O (2.17, -0.63, -1.58)  -0.568
H (1.17, 1.07, -0.94)  -0.244
H (2.10, 0.22, 0.28)  0.150
H (2.92, 1.26, -0.84)  0.486
H (1.63, -1.35, -1.12)  0.259
C (-0.11, -1.95, 1.83)  -0.559
O (-0.11, -1.53, 0.44)  -0.417
H (0.03, -1.02, 2.40)  0.096
H (-1.08, -2.39, 2.13)  0.281
H (0.76, -2.58, 2.06)  0.298
H (-0.29, -2.28, -0.08)  0.217

***

(4)
Computed, not measured: a cluster of 2 separate species, C9H18N2 in total, with ωB97M-V/def2-TZVPD.

Properties
Gap between HOMO and LUMO in eV: 9.7
SMILES: c1c[nH]cn1.CCCCCC
Lowest unoccupied orbital energy in eV: 0.8
Energy above the lowest of the compared OMol25 structures with the same formula, charge and spin in kcal per mole: 0.0
Maximum force in eV Å⁻¹: 0.852
E_tot in eV: -12605.2894

Last column: Mulliken charge in e.
Element x y z (Å)
C (2.13, 2.16, -1.29)  -1.204
C (0.53, -3.25, 1.77)  -1.221
C (1.98, 1.28, -0.05)  -0.346
C (0.68, -2.37, 0.53)  -0.295
C (1.41, -0.10, -0.37)  -0.508
C (1.25, -0.99, 0.85)  -0.648
H (1.15, 2.31, -1.77)  0.263
H (2.81, 1.68, -2.01)  0.319
H (2.54, 3.15, -1.02)  0.362
H (0.12, -4.24, 1.50)  0.362
H (-0.15, -2.77, 2.49)  0.297
H (1.51, -3.40, 2.25)  0.307
H (2.97, 1.15, 0.44)  0.311
H (1.31, 1.78, 0.68)  0.296
H (-0.31, -2.24, 0.04)  0.258
H (1.35, -2.87, -0.20)  0.304
H (0.42, 0.03, -0.86)  0.190
H (2.08, -0.60, -1.10)  0.321
H (2.24, -1.12, 1.34)  0.320
H (0.58, -0.49, 1.58)  0.302
N (-2.53, 1.63, 0.77)  -0.534
C (-2.47, 2.32, -0.36)  -0.211
C (-3.09, 0.42, 0.41)  -0.358
C (-3.37, 0.39, -0.93)  -0.219
N (-2.97, 1.61, -1.41)  -0.050
H (-2.08, 3.33, -0.47)  0.391
H (-3.27, -0.36, 1.15)  0.401
H (-3.82, -0.37, -1.58)  0.385
H (-3.03, 1.93, -2.38)  0.204

***

(5)
Computed, not measured: the molecule C9H8ClNO3 in a non-equilibrium geometry, with ωB97M-V/def2-TZVPD.

Properties
Gap between HOMO and LUMO in eV: 8.7
SMILES: C#C\C(=C/C=C(Cl)\C=C\CO)[N+](=O)[O-]
Lowest unoccupied orbital energy in eV: -0.9
Energy above the lowest of the compared OMol25 structures with the same formula, charge and spin in kcal per mole: 126.1
Maximum force in eV Å⁻¹: 4.034
E_tot in eV: -29609.9116

Last column: Mulliken charge in e.
Element x y z (Å)
C (1.61, -0.31, -2.97)  0.028
C (1.40, -0.32, -1.78)  -0.799
C (0.17, -2.16, 0.20)  -0.614
C (1.19, -1.21, 0.56)  -0.186
C (-1.32, -0.24, -0.02)  -0.393
C (-1.01, -1.65, -0.17)  0.163
C (-2.07, 0.23, 0.94)  -0.219
C (1.68, -0.37, -0.40)  0.341
C (-1.97, 1.72, 1.08)  -0.554
N (2.52, 0.76, -0.04)  1.019
O (3.45, 1.11, -0.65)  -0.577
O (2.10, 1.23, 1.03)  -0.610
O (-0.79, 2.37, 0.69)  -0.487
Cl (-2.26, -2.68, -0.82)  -0.195
H (1.56, -0.13, -4.00)  0.497
H (0.47, -3.27, 0.07)  0.321
H (1.60, -1.25, 1.58)  0.424
H (-0.79, 0.43, -0.69)  0.536
H (-2.48, -0.37, 1.76)  0.339
H (-2.26, 2.03, 2.11)  0.344
H (-2.71, 2.23, 0.53)  0.329
H (-0.10, 1.85, 1.00)  0.293

***

(6)
Computed, not measured: a structure of composition C34H33BrN6O2SSm, with ωB97M-V/def2-TZVPD.

Properties
Gap between HOMO and LUMO (alpha / beta) in eV: 8.3 / 8.4
Lowest unoccupied orbital energy (alpha / beta) in eV: -8.3 / -8.2
Energy above the lowest of the compared OMol25 structures with the same formula, charge and spin in kcal per mole: 11.3
Maximum force in eV Å⁻¹: 0.654
Spin multiplicity: 6
E_tot in eV: -147593.5017
⟨S²⟩: 8.757
Charge: +3

Last column: Mulliken charge in e.
Element x y z (Å)
Sm (-0.41, -0.42, -0.38)  0.294
C (-1.33, -1.78, 4.11)  -1.114
C (-1.75, -0.63, 4.75)  -0.733
C (-1.60, 0.59, 4.11)  -0.998
C (-1.03, 0.62, 2.84)  0.479
N (-0.68, -0.50, 2.19)  0.770
C (-0.81, -1.67, 2.83)  -0.237
C (-0.70, 1.89, 2.15)  0.821
C (-0.81, 3.13, 2.77)  -1.210
C (-0.39, 4.26, 2.09)  -1.240
C (0.16, 4.13, 0.83)  -1.136
C (0.25, 2.86, 0.27)  0.389
N (-0.20, 1.77, 0.91)  0.983
C (0.96, 2.61, -1.02)  1.124
C (1.38, 3.65, -1.84)  -1.040
C (2.17, 3.37, -2.94)  -0.698
C (2.55, 2.05, -3.17)  -1.206
C (2.07, 1.08, -2.32)  0.005
N (1.27, 1.33, -1.28)  0.345
H (-1.39, -2.75, 4.59)  0.498
H (-2.18, -0.68, 5.74)  0.499
H (-1.91, 1.50, 4.60)  0.488
H (-0.49, -2.55, 2.29)  0.580
H (-1.19, 3.23, 3.77)  0.463
H (-0.46, 5.24, 2.55)  0.495
H (0.54, 5.00, 0.31)  0.448
H (1.09, 4.67, -1.64)  0.472
H (2.51, 4.16, -3.60)  0.508
H (3.21, 1.79, -3.99)  0.497
H (2.34, 0.04, -2.48)  0.544
O (4.45, -4.18, 2.17)  -0.481
C (3.60, -3.29, 1.72)  0.722
C (3.55, -1.94, 2.11)  -0.742
C (2.60, -1.11, 1.55)  -0.657
N (1.71, -1.52, 0.63)  0.105
C (1.79, -2.80, 0.28)  0.394
Br (0.48, -3.29, -1.04)  -0.151
C (2.67, -3.73, 0.76)  -0.554
H (5.09, -3.83, 2.80)  0.341
H (4.24, -1.55, 2.84)  0.374
H (2.55, -0.07, 1.84)  0.518
H (2.68, -4.76, 0.43)  0.556
C (-3.59, 2.88, -0.72)  -1.088
C (-3.38, 3.40, -1.99)  -0.857
C (-2.64, 2.68, -2.91)  -0.993
C (-2.10, 1.46, -2.53)  1.046
N (-2.24, 0.98, -1.28)  0.682
C (-3.00, 1.67, -0.42)  -0.260
C (-1.36, 0.59, -3.48)  0.444
C (-1.53, 0.73, -4.85)  -0.931
C (-0.83, -0.10, -5.72)  -0.782
C (0.03, -1.04, -5.19)  -1.085
C (0.13, -1.13, -3.81)  -0.659
N (-0.55, -0.35, -2.96)  0.948
H (-4.19, 3.39, 0.01)  0.529
H (-3.81, 4.36, -2.26)  0.490
H (-2.48, 3.07, -3.90)  0.513
H (-3.14, 1.21, 0.56)  0.583
H (-2.23, 1.46, -5.25)  0.516
H (-0.97, -0.01, -6.79)  0.491
H (0.60, -1.71, -5.82)  0.524
H (0.79, -1.86, -3.37)  0.595
C (-5.33, -2.02, -0.45)  -0.981
C (-4.63, -2.44, 0.83)  -0.633
S (-2.91, -2.98, 0.62)  0.469
O (-2.20, -1.75, 0.03)  0.015
C (-3.06, -4.18, -0.76)  -0.797
C (-3.05, -3.57, -2.16)  -0.834
H (-6.27, -1.52, -0.20)  0.449
H (-5.58, -2.88, -1.08)  0.262
H (-4.72, -1.32, -1.03)  0.153
H (-5.13, -3.27, 1.33)  0.593
H (-4.55, -1.61, 1.53)  0.340
H (-3.96, -4.75, -0.56)  0.595
H (-2.21, -4.85, -0.61)  0.510
H (-4.04, -3.55, -2.60)  0.348
H (-2.40, -4.15, -2.82)  0.363
H (-2.67, -2.54, -2.14)  -0.073

***

What is the formula in the first record? C2H9N2